(1)
DFT (the ωB97M-V functional and the def2-TZVPD basis) results for a 2-piece molecular cluster, C4H3N3 overall in a non-equilibrium geometry.

Geometry as ORCA input:
```
! RIJCOSX wB97M-V def2-TZVPD def2/J DEFGRID3
* xyz 0 1
C -1.011 -1.395 0.021
C -1.642 1.369 -0.053
C 1.224 0.010 0.557
C 0.180 -0.748 -0.031
N -1.949 -2.024 0.286
N -2.399 2.236 -0.105
N 1.131 -0.312 -0.879
H 1.049 0.987 0.823
H 2.133 -0.291 1.131
H 1.284 0.169 -1.750
*
```

## Properties
Energy above the lowest of the compared OMol25 structures with the same formula, charge and spin, kJ/mol: 619.4
Kohn-Sham gap (spin up / spin down), eV: 6.5 / 6.4
E, eV: -8659.9917
Lowest unoccupied orbital energy (spin up / spin down), Ha: -0.108 / -0.109

---

(2)
DFT (the ωB97M-V functional and the def2-TZVPD basis) results for a 3-piece molecular cluster, C3H12NO3S overall in a non-equilibrium geometry.

Geometry as ORCA input:
```
! RIJCOSX wB97M-V def2-TZVPD def2/J DEFGRID3
* xyz 1 1
O 0.555 0.382 2.905
C -0.461 0.697 2.303
C -0.585 0.438 0.839
C -0.359 1.726 0.012
S 1.391 2.445 0.171
N 0.479 -0.600 0.386
H -1.100 1.416 2.889
H -1.589 -0.036 0.615
H -1.062 2.367 0.615
H -0.656 1.816 -1.018
H 1.353 3.730 0.643
H 1.001 -0.283 -0.400
H 0.124 -1.556 0.116
H 1.265 -0.598 1.035
H 2.732 -0.369 -3.232
H 1.540 -1.314 -3.661
O 1.978 -0.869 -2.869
H -2.827 -3.421 -0.033
H -1.740 -3.103 -1.115
O -2.038 -2.866 -0.204
*
```

## Properties
Energy above the lowest of the compared OMol25 structures with the same formula, charge and spin, kJ/mol: 98.6
Kohn-Sham gap, eV: 9.9
E, eV: -21765.7843
Lowest unoccupied orbital energy, Ha: -0.123

---

(3)
DFT (the ωB97M-V functional and the def2-TZVPD basis) results for C8H22ClErPrSi as an isolated structure in a non-equilibrium geometry.

Geometry as ORCA input:
```
! RIJCOSX wB97M-V def2-TZVPD def2/J DEFGRID3
* xyz -1 6
Er -0.101 0.301 -3.702
Cl 0.688 -1.593 -2.160
C 1.906 1.377 -3.861
C -1.241 -1.084 -5.050
H 1.686 1.679 -4.931
H 1.799 2.175 -3.068
H 2.606 0.505 -3.693
H -1.044 -0.426 -5.949
H -2.265 -1.021 -4.573
H -0.623 -2.021 -4.915
Pr -0.501 0.311 -0.333
C -2.341 -0.963 0.354
C -1.468 1.310 -2.321
H -3.252 -0.463 -0.080
H -2.211 -2.060 0.089
H -2.113 -0.709 1.437
H -2.513 1.161 -2.715
H -1.002 2.351 -2.145
C 2.164 -0.594 3.769
Si 0.668 -0.092 2.803
C -0.828 -0.570 3.809
C 0.651 1.769 2.565
C 0.852 -0.932 1.176
H 2.149 -0.120 4.759
H 3.080 -0.297 3.238
H 2.173 -1.688 3.894
H -0.720 -0.140 4.819
H -1.782 -0.219 3.392
H -0.878 -1.665 3.916
H 1.561 2.110 2.041
H -0.242 2.125 2.014
H 0.636 2.250 3.560
H 0.670 -2.014 1.163
H 1.834 -0.753 0.700
*
```

## Properties
Energy above the lowest of the compared OMol25 structures with the same formula, charge and spin, kJ/mol: 120.9
Kohn-Sham gap (spin up / spin down), eV: 5.8 / 5.7
E, eV: -70738.6418
Lowest unoccupied orbital energy (spin up / spin down), Ha: 0.084 / 0.084

---

(4)
DFT (the ωB97M-V functional and the def2-TZVPD basis) results for a 9-piece molecular cluster, C21H47Cl16N2OP2 overall in a non-equilibrium geometry.

Geometry as ORCA input:
```
! RIJCOSX wB97M-V def2-TZVPD def2/J DEFGRID3
* xyz 1 1
N -0.576 -3.224 3.063
P -1.050 -2.911 1.561
C -2.853 -3.344 1.388
C -3.214 -4.085 0.018
C -2.431 -5.485 0.063
C -2.432 -6.253 1.421
P -0.647 -6.762 1.848
O -0.112 -7.645 0.725
N -3.031 -5.607 2.626
C -3.441 -4.191 2.545
H -0.271 -2.346 3.480
H -0.889 -1.535 1.246
H -0.258 -3.645 0.613
H -3.453 -2.402 1.364
H -4.315 -4.280 0.026
H -2.972 -3.487 -0.882
H -1.365 -5.262 -0.194
H -2.769 -6.165 -0.750
H -2.954 -7.227 1.261
H -0.624 -7.476 3.089
H 0.083 -5.532 1.904
H -3.844 -6.157 2.922
H -2.369 -5.694 3.409
H -4.552 -4.109 2.539
H -3.128 -3.702 3.500
Cl -6.398 -4.954 -2.348
C -5.907 -5.901 -3.776
C -4.556 -6.550 -3.587
Cl -3.237 -5.351 -3.543
H -5.916 -5.239 -4.640
H -6.667 -6.668 -3.925
H -4.347 -7.219 -4.421
H -4.517 -7.131 -2.667
Cl -2.231 -1.516 -3.580
C -1.793 -2.425 -5.050
C -0.978 -1.593 -6.013
Cl -1.935 -0.280 -6.741
H -2.711 -2.786 -5.510
H -1.213 -3.288 -4.725
H -0.625 -2.220 -6.832
H -0.112 -1.149 -5.524
Cl 2.152 0.306 3.954
C 3.012 0.145 2.401
C 2.152 -0.506 1.344
Cl 1.831 -2.226 1.703
H 3.927 -0.419 2.577
H 3.286 1.150 2.082
H 2.661 -0.473 0.379
H 1.194 0.002 1.243
Cl 3.285 -1.343 -1.665
C 4.667 -2.420 -1.989
C 5.789 -2.220 -0.995
Cl 6.579 -0.636 -1.185
H 5.000 -2.243 -3.010
H 4.295 -3.442 -1.924
H 6.556 -2.979 -1.148
H 5.430 -2.298 0.031
Cl 0.805 1.305 -0.461
C -0.070 2.856 -0.589
C 0.690 3.987 0.060
Cl 0.764 3.822 1.832
H -1.055 2.726 -0.144
H -0.201 3.062 -1.652
H 0.195 4.924 -0.143
H 1.710 4.050 -0.316
Cl 0.254 7.080 0.953
C 0.611 7.538 2.639
C 0.142 8.937 2.962
Cl 1.091 10.177 2.101
H 1.680 7.427 2.799
H 0.095 6.819 3.276
H 0.262 9.127 4.025
H -0.907 9.077 2.705
Cl 0.504 6.004 -2.303
C 1.347 5.834 -3.863
C 0.474 5.188 -4.914
Cl 0.147 3.474 -4.553
H 2.259 5.263 -3.695
H 1.628 6.838 -4.182
H 0.977 5.218 -5.880
H -0.481 5.702 -5.010
Cl 2.793 9.652 4.557
C 3.656 8.860 5.901
C 4.484 7.683 5.436
Cl 3.472 6.323 4.885
H 2.921 8.561 6.646
H 4.307 9.613 6.346
H 5.091 7.311 6.261
H 5.149 7.960 4.620
*
```

## Properties
Kohn-Sham gap, eV: 8.1
E, eV: -246497.0446
Lowest unoccupied orbital energy, Ha: -0.114